{
  "formula": "C34H69BrN2O13P3S",
  "method": "ωB97M-V/def2-TZVPD",
  "species": ["C", "O", "C", "C", "C", "C", "Br", "C", "O", "O", "N", "C", "C", "C", "C", "C", "C", "C", "C", "C", "C", "C", "C", "N", "C", "C", "C", "C", "P", "O", "O", "S", "H", "H", "H", "H", "H", "H", "H", "H", "H", "H", "H", "H", "H", "H", "H", "H", "H", "H", "H", "H", "H", "H", "H", "H", "H", "H", "H", "H", "H", "H", "H", "H", "H", "H", "H", "H", "H", "H", "H", "O", "P", "O", "C", "C", "O", "C", "C", "O", "C", "C", "H", "H", "H", "H", "H", "H", "H", "H", "H", "H", "H", "H", "H", "H", "H", "O", "P", "O", "C", "C", "O", "C", "C", "O", "C", "C", "H", "H", "H", "H", "H", "H", "H", "H", "H", "H", "H", "H", "H", "H", "H"],
  "coordinates": [[-1.7982, -0.6678, 5.9740], [-1.8821, -1.3864, 4.7682], [-1.6116, -2.8071, 4.9451], [-0.2991, -3.0873, 4.1755], [-0.5081, -3.1348, 2.6468], [-0.5249, -4.5717, 2.0189], [-2.0873, -4.5316, 0.7619], [-0.8598, -5.6895, 3.0529], [-0.1355, -6.6886, 3.2178], [-1.9382, -5.5114, 3.6774], [0.7401, -4.7487, 1.2583], [1.9231, -4.8544, 2.1290], [3.1587, -4.0526, 1.5932], [2.7673, -2.6766, 1.0251], [2.7120, -1.5262, 2.0795], [3.9375, -0.5791, 1.9417], [3.6657, 0.7089, 1.0921], [2.5519, 0.5804, 0.0320], [2.9523, -0.2020, -1.2471], [2.1219, 0.3686, -2.4338], [0.5833, 0.3360, -2.1448], [0.0707, -1.0776, -1.8106], [-1.3867, -1.1179, -1.2686], [-2.2681, -0.0771, -1.7994], [-2.4812, 0.3521, -3.0698], [-3.3718, 1.4024, -3.0833], [-3.7771, 1.5991, -1.7137], [-3.0468, 0.6592, -0.9686], [0.7047, -5.8894, 0.0073], [0.1773, -5.2178, -1.3857], [-0.2648, -7.1498, 0.3193], [2.4519, -6.6631, -0.4247], [-2.2030, -1.2123, 6.8422], [-0.7782, -0.3080, 6.2071], [-2.4238, 0.2345, 5.8522], [-2.4656, -3.3265, 4.5025], [-1.4445, -3.0255, 6.0077], [0.3267, -2.1952, 4.3781], [0.2620, -3.9330, 4.5955], [-1.4634, -2.6334, 2.4427], [0.2381, -2.5633, 2.0765], [1.7495, -4.4684, 3.1416], [2.2631, -5.8868, 2.2863], [3.7878, -3.8587, 2.4827], [3.7713, -4.6364, 0.9012], [1.8331, -2.7035, 0.4418], [3.5489, -2.3987, 0.2992], [2.7805, -2.0148, 3.0691], [1.7527, -0.9908, 2.0891], [4.1867, -0.2374, 2.9606], [4.7779, -1.1702, 1.5535], [4.6050, 1.0061, 0.5957], [3.4201, 1.5247, 1.7892], [2.3249, 1.6078, -0.3086], [1.6080, 0.1853, 0.4275], [4.0203, -0.0875, -1.4846], [2.7116, -1.2682, -1.2099], [2.3691, 1.4144, -2.6668], [2.2468, -0.2649, -3.3300], [0.3093, 1.0258, -1.3293], [0.1152, 0.7656, -3.0429], [0.6905, -1.5190, -1.0168], [0.0778, -1.7035, -2.7194], [-1.3763, -0.9892, -0.1770], [-1.8660, -2.0949, -1.4403], [-1.9163, -0.1306, -3.8635], [-3.6524, 1.9226, -3.9921], [-4.4830, 2.3487, -1.3745], [-3.1426, 0.5712, 0.1098], [0.1855, -4.2538, -1.2889], [-0.0870, -7.7365, -0.4345], [-7.9957, 0.8578, -1.4153], [-8.8223, -0.3076, -1.8933], [-7.6938, -0.9854, -2.8693], [-6.6368, -1.7142, -2.2700], [-7.1017, -3.0502, -1.7151], [-9.6693, 0.5320, -3.0409], [-9.7860, 1.9503, -2.9791], [-8.6782, 2.6292, -3.7627], [-9.8737, -1.5636, -2.2957], [-10.7688, -2.0233, -1.2698], [-11.6691, -0.9185, -0.7492], [-6.1620, -1.1010, -1.4977], [-5.8888, -1.8840, -3.0450], [-7.7400, -2.9058, -0.8366], [-6.2506, -3.6607, -1.4113], [-7.6862, -3.5961, -2.4561], [-9.8070, 2.2918, -1.9437], [-10.7538, 2.2119, -3.4146], [-7.6998, 2.2058, -3.5357], [-8.6515, 3.6998, -3.5492], [-8.8337, 2.4973, -4.8355], [-10.1884, -2.4582, -0.4503], [-11.3712, -2.8210, -1.7051], [-11.0876, -0.1349, -0.2495], [-12.3845, -1.3145, -0.0274], [-12.2123, -0.4450, -1.5672], [8.4539, 4.2315, -1.1765], [7.9744, 5.3350, -0.2936], [7.5173, 4.5421, 1.0627], [8.5240, 3.9806, 1.8997], [9.2975, 5.0477, 2.6565], [6.5044, 5.6237, -0.9569], [6.1623, 5.1116, -2.2447], [5.4924, 3.7560, -2.1370], [7.8715, 6.8259, 0.4494], [8.8452, 7.8132, 0.0676], [8.8094, 8.1170, -1.4182], [9.2010, 3.3597, 1.3053], [8.0141, 3.3283, 2.6084], [9.9343, 5.6221, 1.9765], [9.9402, 4.5959, 3.4134], [8.6183, 5.7506, 3.1389], [7.0402, 5.0712, -2.8900], [5.4723, 5.8249, -2.7006], [6.0307, 3.0844, -1.4682], [5.4167, 3.2813, -3.1171], [4.4854, 3.8580, -1.7272], [9.8427, 7.4716, 0.3618], [8.6255, 8.7155, 0.6381], [9.0901, 7.2384, -2.0100], [9.5057, 8.9201, -1.6625], [7.8058, 8.4079, -1.7288]],
  "atomic_forces_ev_per_a": [[-0.4, 0.9, -0.1], [-0.2, -0.4, 0.9], [0.8, 0.6, -0.9], [0.2, 0.7, 0.2], [-0.3, -0.4, 0.1], [0.0, 1.0, 0.2], [0.3, 0.0, -0.1], [-1.6, -1.8, 1.6], [1.0, 1.1, -1.0], [0.4, 1.0, -0.6], [-1.4, -1.4, -0.6], [1.9, 0.2, 0.2], [-0.7, 0.4, 0.6], [0.5, 0.6, -0.4], [0.6, -0.8, 0.3], [-0.8, 0.4, 0.4], [0.0, -0.7, 0.2], [0.8, 0.3, -0.5], [-0.7, 0.8, -0.7], [-0.9, -0.6, 0.4], [0.5, 0.2, 0.0], [-1.0, 0.2, -0.3], [0.1, -0.1, -0.1], [-0.2, 0.1, 1.1], [0.6, -0.4, -0.8], [0.0, -0.4, 0.6], [1.0, -0.8, -0.7], [-1.8, 2.0, 0.0], [1.7, -1.3, -0.5], [-0.3, 0.3, 1.2], [-0.2, 1.3, -0.5], [0.0, 0.2, 0.1], [0.2, 0.0, -0.3], [-0.1, -0.3, -0.1], [0.2, -0.2, 0.1], [0.3, -0.3, 0.4], [-0.4, -0.1, -0.2], [-0.1, -0.3, 0.0], [-0.4, 0.0, -0.3], [0.2, -0.2, 0.1], [-0.1, -0.2, 0.4], [-0.7, 0.0, -0.5], [-0.5, 0.2, -0.1], [-0.1, -0.2, -0.3], [-0.4, 0.1, 0.0], [0.2, -0.3, 0.3], [-0.3, -0.1, 0.2], [-0.1, 0.2, -0.2], [0.3, 0.0, -0.1], [0.3, -0.1, -0.4], [-0.1, 0.2, 0.1], [-0.3, 0.0, 0.1], [-0.1, -0.2, -0.2], [0.0, -0.3, 0.2], [0.3, 0.1, 0.1], [-0.2, -0.1, 0.2], [0.3, 0.2, 0.3], [0.3, -0.3, 0.0], [0.3, 0.4, 0.2], [0.2, -0.2, -0.2], [-0.1, -0.4, 0.3], [-0.1, -0.1, -0.4], [0.4, 0.1, 0.3], [0.0, 0.1, -0.3], [0.4, 0.2, 0.0], [-0.3, 0.3, 0.0], [-0.2, 0.0, 0.3], [0.2, -0.3, 0.2], [0.5, -0.5, -0.3], [-0.2, -0.1, -0.1], [-0.1, -0.2, 0.3], [-1.1, -1.4, 3.9], [1.4, 2.3, -8.9], [-0.3, -0.4, 0.6], [0.5, -0.3, 0.1], [-0.1, 0.1, 0.1], [-0.8, 0.2, 0.7], [0.2, 0.2, -0.1], [0.1, 0.0, -0.2], [0.2, -0.3, 3.8], [-0.3, -0.1, 0.1], [0.0, 0.1, -0.1], [0.0, 0.0, 0.0], [-0.1, 0.1, -0.1], [0.0, -0.1, 0.0], [0.0, 0.0, 0.0], [0.1, 0.0, 0.0], [0.1, 0.0, 0.0], [0.0, -0.2, 0.0], [-0.1, 0.0, 0.2], [0.0, 0.0, 0.0], [-0.1, 0.0, 0.0], [-0.1, -0.1, 0.0], [0.1, 0.0, -0.1], [0.0, 0.0, 0.0], [0.0, 0.0, 0.0], [0.0, -0.1, 0.0], [3.0, 2.0, 0.1], [-7.2, -2.2, 1.2], [0.6, 0.5, -0.3], [0.2, -0.1, 0.3], [0.1, 0.1, -0.1], [0.6, 0.6, -0.1], [-0.1, -0.3, -0.1], [-0.2, -0.1, 0.1], [3.0, -0.6, -1.1], [0.1, 0.3, -0.1], [-0.1, -0.1, -0.1], [0.0, 0.0, 0.0], [-0.1, 0.0, -0.1], [0.0, 0.0, 0.1], [0.0, 0.0, 0.0], [0.0, -0.1, 0.0], [0.1, -0.1, 0.1], [0.0, 0.1, 0.2], [0.2, 0.1, -0.1], [0.0, 0.0, 0.0], [0.0, 0.0, 0.0], [0.0, 0.1, 0.0], [-0.1, -0.1, 0.1], [0.0, 0.0, 0.0], [0.0, 0.0, 0.0], [0.0, 0.1, 0.1]],
  "lowdin_charge": [-0.152, -0.213, -0.184, -0.160, -0.191, -0.628, 0.796, -0.764, -0.017, -0.080, -0.221, -0.235, -0.192, -0.215, -0.204, -0.188, -0.189, -0.208, -0.197, -0.199, -0.211, -0.165, -0.130, -0.128, -0.140, -0.101, -0.087, -0.114, 0.203, -0.261, -0.224, 0.278, 0.080, 0.082, 0.081, 0.115, 0.115, 0.110, 0.113, 0.076, 0.085, 0.113, 0.095, 0.110, 0.053, 0.076, 0.092, 0.102, 0.092, 0.098, 0.106, 0.099, 0.102, 0.109, 0.097, 0.112, 0.077, 0.102, 0.109, 0.112, 0.097, 0.082, 0.119, 0.117, 0.102, 0.119, 0.084, 0.084, 0.117, 0.036, 0.060, -0.215, 0.643, -0.218, -0.295, -0.075, -0.227, -0.304, -0.076, -0.204, -0.291, -0.086, 0.108, 0.119, 0.062, 0.079, 0.081, 0.100, 0.111, 0.071, 0.075, 0.074, 0.107, 0.120, 0.072, 0.079, 0.084, -0.218, 0.578, -0.205, -0.286, -0.081, -0.211, -0.293, -0.075, -0.196, -0.285, -0.082, 0.111, 0.119, 0.059, 0.077, 0.083, 0.101, 0.115, 0.072, 0.078, 0.074, 0.106, 0.120, 0.073, 0.080, 0.086],
  "e_tot_ev": -174721.9790,
  "orbital_gap_ev": 5.32,
  "largest_force_ev_per_a": 9.26,
  "total_charge": -1,
  "spin_multiplicity": 1
}